# 1
The molecule C20H17FN4O2. Source: OMol25; level of theory: the ωB97M-V functional and the def2-TZVPD basis.

Its calculated total energy is -33788.61598 eV. As for the total charge: 0. As for the gap between HOMO and LUMO: 0.322 hartree. The energy relative to the best compared isomer or geometry (same formula, charge and spin) is 0.0 kJ/mol. As for the SMILES: COc1ccccc1NC(=O)c1cn(CCC#N)nc1-c1ccc(F)cc1. As for the HOMO energy: -8.35 eV.

```
44
Properties=species:S:1:pos:R:3:forces:R:3
N -1.586857 0.401694 1.529131 0.4 -0.4 0.2
C -0.815652 -2.180823 -1.975169 0.1 0.2 -0.1
H 2.453145 -2.795529 0.915165 0.0 0.2 0.0
C 2.551254 1.890395 0.200953 -0.2 0.1 0.1
H -3.352820 1.416255 1.575349 0.1 -0.2 0.1
C -1.391964 -3.424719 -1.773759 0.0 -0.1 0.1
H -4.723096 -0.396009 0.519201 0.1 -0.1 0.0
N -0.950509 1.519904 1.201486 0.1 0.8 -0.3
H -0.569409 0.623403 -2.201635 0.1 0.0 0.0
N -2.867615 0.515562 -1.820167 0.1 0.2 -0.5
C 0.092388 -3.829758 0.054451 0.0 0.2 0.0
C 0.224993 -1.745582 -1.163930 0.2 -0.1 0.0
C 0.473870 0.320875 -2.327304 -0.2 0.3 -0.3
F 3.997200 5.161997 -0.308648 -0.1 -0.1 0.0
C 1.314842 2.233008 0.744078 0.2 0.4 -0.1
H -3.308749 -1.474653 0.509098 -0.1 0.1 0.0
C 0.661881 -2.576999 -0.113134 -0.3 0.0 -0.3
C -3.216452 0.100498 -0.814724 0.0 0.0 -0.2
H 0.613608 -0.122004 -3.317973 0.0 0.0 0.0
N 1.685652 -2.155485 0.755126 0.4 -0.5 -0.1
H 2.802622 0.854618 0.045087 0.1 -0.1 0.0
H -2.197927 -3.741864 -2.418100 -0.1 0.0 -0.1
H 0.457758 -4.465414 0.847898 0.0 0.0 0.1
H 4.418832 2.622741 -0.571342 0.1 0.0 0.0
C 1.889602 4.569252 0.565074 0.2 0.1 -0.1
C 0.993217 3.579836 0.915568 0.1 -0.2 0.0
C -3.018297 0.377066 1.617117 -0.4 0.0 0.0
C 0.338115 1.219985 1.111871 -0.4 -0.7 0.3
C 3.114096 4.198785 0.037884 -0.1 -0.1 0.0
C 1.759424 -0.976950 1.439493 -0.1 -0.1 0.2
H 1.655839 5.614208 0.695664 0.0 0.1 0.0
H -1.073357 -1.620935 1.915243 -0.1 -0.2 0.0
H -1.179026 -1.554046 -2.772697 0.0 0.1 -0.1
H 1.117439 1.192718 -2.222493 0.0 0.0 -0.1
H -1.368847 -5.235192 -0.628485 0.0 -0.1 0.0
C -3.632615 -0.430450 0.458780 -0.1 -0.1 0.6
C -0.738831 -0.640762 1.638382 0.3 0.2 0.0
C -0.932557 -4.258810 -0.772151 -0.1 -0.1 -0.1
H -3.327403 -0.067144 2.568952 0.0 0.1 -0.1
O 2.739828 -0.695147 2.096640 0.1 0.2 0.0
H 0.029768 3.834038 1.327677 -0.1 0.1 0.0
C 0.528257 -0.163557 1.378579 -0.5 0.3 0.3
C 3.456707 2.872786 -0.152717 0.1 0.3 0.0
O 0.881649 -0.567792 -1.309518 0.1 -0.6 0.2
```
Positions in Å, forces in eV/Å.

---

# 2
The molecule C20H17N3O4 in a non-equilibrium geometry. Source: OMol25; level of theory: the ωB97M-V functional and the def2-TZVPD basis.

Its calculated total energy is -33672.00899 eV. As for the total charge: 0. As for the gap between HOMO and LUMO: 0.306 hartree. The energy relative to the best compared isomer or geometry (same formula, charge and spin) is 509.3 kJ/mol. As for the SMILES: O=C1Nc2ccccc2OCC/C=C/COc2cc(ccn2)-c2nc1co2. As for the HOMO energy: -8.58 eV.

```
44
Properties=species:S:1:pos:R:3:forces:R:3
C 0.131269 2.375149 1.131355 -0.7 -1.7 -0.6
C -2.695296 -1.511918 3.180238 -2.0 -0.1 1.9
H 1.769610 -4.386985 -1.177507 1.0 -2.1 -0.6
H -1.701426 -4.922327 1.845079 -0.6 0.1 0.6
H -1.298858 -0.832085 1.803177 0.9 2.1 -0.6
H 0.829825 1.504277 1.263579 -0.3 0.8 -0.2
C 1.118955 -2.425045 -0.875488 1.1 -0.1 2.6
O 0.150536 -4.108702 0.166181 0.2 0.3 0.3
C -2.039404 -3.956314 2.253316 0.5 -0.7 -2.9
H 2.915148 4.253170 -4.273563 0.7 0.6 -0.6
H 0.339444 3.029503 1.963543 0.0 0.6 0.0
O -3.170294 -0.278645 3.637919 1.1 -0.9 -0.3
H -3.514353 0.155206 1.711251 -0.1 0.9 -0.2
C -1.797156 -1.641473 2.189796 1.5 -0.9 -3.0
H 4.158782 2.238586 -5.026420 -0.3 -0.2 0.6
H 1.070938 -0.049053 -1.106726 1.2 -0.1 -0.1
C 2.838817 3.310088 -3.796982 -1.1 1.1 1.4
H -3.530773 -4.719262 3.678760 0.5 1.3 -0.4
O 0.632301 1.810146 -1.125129 1.1 1.1 -1.2
C -3.032412 -3.823298 3.219097 1.4 1.8 1.0
C 1.174224 -3.738114 -0.652707 -1.4 0.5 -0.4
C 1.558469 2.052140 -2.123908 1.7 0.0 -1.4
C 2.005393 -1.667049 -1.762188 -3.2 1.5 -5.0
N 1.871315 -0.310501 -1.713181 -0.3 2.5 1.5
H -0.505942 3.492381 -0.677049 0.5 -0.6 0.2
C -0.396815 -2.915907 0.546378 0.2 0.0 0.0
C 0.404251 2.929746 -0.327291 -2.8 0.4 2.1
C -1.480242 -2.837928 1.527377 -1.1 -1.1 4.2
O 2.163297 -2.152671 -2.888205 2.3 -1.2 0.8
H -4.098899 1.367187 2.971051 0.5 -0.4 -0.6
H 3.651831 -0.025629 -3.877638 -0.1 0.4 0.0
H -1.631721 1.071810 0.468407 0.5 0.6 0.3
H -1.790652 2.073998 3.348266 0.5 0.6 0.9
H 1.464674 4.193033 -2.265161 0.6 -0.7 -1.2
C 2.263271 0.869305 -2.535312 -1.6 -1.6 1.5
C -1.260923 1.696558 1.308603 -1.7 -0.8 2.2
C -2.052020 1.553337 2.468276 3.5 1.2 -3.7
C -3.247442 0.750103 2.597829 -1.9 -1.5 0.5
C 3.489067 2.200583 -4.150908 0.6 -3.6 -1.2
C 1.943151 3.294376 -2.738896 -2.6 -1.4 2.9
N 0.203069 -1.912213 0.006536 -1.0 1.3 -0.2
N -3.250172 -2.565752 3.748398 -1.2 -1.8 -0.5
H 1.179289 3.661752 -0.380417 1.0 0.1 0.3
C 3.167871 0.898436 -3.559739 0.9 1.7 -0.6
```
Positions in Å, forces in eV/Å.

---

# 3
The molecule C20H17NO6 in a non-equilibrium geometry. Source: OMol25; level of theory: the ωB97M-V functional and the def2-TZVPD basis.

Its calculated total energy is -34789.58131 eV. As for the total charge: 0. As for the gap between HOMO and LUMO: 0.295 hartree. The energy relative to the best compared isomer or geometry (same formula, charge and spin) is 143.6 kJ/mol. As for the SMILES: COc1ccc(C(=O)N/C(=C\c2ccco2)C(=O)OCc2ccco2)cc1. As for the HOMO energy: -8.03 eV.

```
44
Properties=species:S:1:pos:R:3:forces:R:3
C 0.046833 0.689371 0.214983 -0.2 0.4 0.4
C -2.800043 -2.393373 -0.930548 -0.1 0.0 0.1
H -1.057478 5.941915 -0.193853 0.0 0.2 0.1
C 4.801970 0.702123 1.609650 -0.8 -0.2 -0.5
C -2.809716 -2.531696 0.461244 0.2 0.0 0.0
C -1.629156 -2.109771 -1.594149 0.1 0.0 0.1
H 4.710081 1.375725 2.436393 -0.1 0.2 0.2
C 2.388246 0.591673 0.843028 -0.8 -0.3 -0.6
H -1.583094 -2.526980 2.235115 0.0 0.0 0.1
C -0.440600 -1.931135 -0.887167 -0.2 -0.4 0.2
O -0.400349 1.030149 1.280190 0.1 -0.1 -0.2
C -0.445013 -2.100403 0.492458 0.1 -0.1 -0.4
O -0.604781 0.821492 -0.949948 0.3 0.2 -0.2
C -1.919012 1.359112 -0.876417 -0.6 0.1 0.3
C -2.676116 4.609540 0.403932 0.5 0.8 -0.1
H -3.777869 -2.028420 2.934986 0.0 0.0 0.0
H -2.343391 1.192846 -1.871079 0.1 0.0 0.2
C -0.999053 3.794456 -0.792048 -0.4 -0.6 0.0
H -3.503243 -3.787051 2.771522 0.0 0.0 0.0
C -1.615723 -2.401348 1.164917 -0.4 -0.1 0.2
O 4.282595 -0.575803 -0.143936 -0.4 -0.1 -0.2
C -1.902155 2.810284 -0.517674 0.8 0.2 -0.5
H 0.473515 -2.020840 1.055444 0.1 0.1 0.0
N 1.648622 -0.697738 -1.060578 0.6 0.1 -0.3
C -4.098767 -2.938861 2.419487 0.0 0.0 0.2
H -3.397835 5.165259 0.968441 -0.2 0.0 0.1
C -1.506348 4.970218 -0.186035 -0.5 0.0 0.3
H -3.730209 -2.516357 -1.462357 -0.1 0.0 -0.1
H 2.579400 -0.673037 -1.462737 -0.3 -0.1 0.0
O -4.017027 -2.796200 1.020639 0.1 0.0 -0.4
C 5.602245 -0.679167 0.075781 0.8 0.2 0.5
H -0.089996 3.691900 -1.348474 0.2 -0.1 -0.1
C 3.779065 0.269571 0.793051 0.7 0.5 0.9
H -1.615369 -2.006898 -2.668199 0.0 0.0 -0.1
C 5.978147 0.083495 1.140758 0.0 -0.4 -0.5
H 6.966505 0.188670 1.538135 0.2 0.0 0.0
H 6.158301 -1.316340 -0.583041 0.0 -0.1 -0.1
H 2.096754 1.273834 1.626504 -0.1 0.1 0.0
H -5.149898 -3.123921 2.634557 0.1 0.0 0.0
H -2.505839 0.813234 -0.128874 0.0 0.0 -0.1
O 1.102073 -2.142302 -2.684498 -0.1 0.0 -0.1
C 1.417094 0.143266 0.013181 0.4 0.3 0.7
O -2.922769 3.302520 0.210206 -0.3 -0.5 0.0
C 0.800135 -1.614040 -1.635252 0.1 0.0 0.0
```
Positions in Å, forces in eV/Å.